The following is a quantum chemistry calculation of a molecular structure, C42H55N4PtS, from OMol25.

expectation value of S²: 6.03
multiplicity: 5
E_HOMO (alpha / beta): -8.22 / -9.78 eV
LUMO level (alpha / beta): -0.092 / -0.123 Eh
gap between HOMO and LUMO (alpha / beta): 5.72 / 6.44 eV
charge: +1

Atoms and positions in Å:
Pt1 0.62 1.35 -0.32
C1 1.61 3.67 1.12
C2 1.58 2.47 2.09
N1 0.58 1.46 1.73
C3 -0.75 1.72 2.29
C4 -1.55 2.79 1.55
S1 -1.45 2.48 -0.24
C5 -0.76 4.08 -0.81
C6 0.74 3.99 -1.15
N2 1.53 3.17 -0.25
H1 0.80 4.36 1.37
H2 2.54 4.23 1.26
H3 2.56 1.98 2.03
H4 1.47 2.81 3.13
H5 0.89 0.54 2.12
H6 -1.31 0.78 2.25
H7 -0.69 1.97 3.36
H8 -2.61 2.72 1.85
H9 -1.22 3.79 1.82
H10 -1.31 4.37 -1.71
H11 -0.94 4.86 -0.06
H12 0.83 3.55 -2.15
H13 1.16 5.00 -1.23
H14 2.51 3.05 -0.60
C7 -2.11 0.64 3.38
C8 -2.40 -0.33 2.24
C9 -3.24 -1.52 2.73
C10 -3.05 0.40 1.06
C11 -4.37 0.88 1.21
C12 -4.99 1.61 0.20
C13 -4.29 1.89 -0.96
C14 -2.97 1.43 -1.16
C15 -2.27 1.89 -2.45
C16 -1.82 0.77 -3.38
C17 -1.15 2.90 -2.17
C18 -2.34 0.64 -0.16
N3 -1.06 0.20 -0.32
C19 -0.87 -1.08 -0.62
C20 0.40 -1.50 -0.62
N4 1.31 -0.57 -0.32
C21 2.60 -0.97 -0.15
C22 3.03 -1.55 1.08
C23 4.38 -1.94 1.25
C24 5.31 -1.75 0.23
C25 4.91 -1.15 -0.95
C26 3.58 -0.73 -1.16
C27 3.29 -0.01 -2.48
C28 2.81 1.43 -2.30
C29 2.38 -0.79 -3.43
C30 2.07 -1.73 2.26
C31 2.42 -0.76 3.40
C32 2.02 -3.17 2.77
C33 0.43 -2.96 -0.97
C34 1.44 -3.91 -1.12
C35 1.05 -5.22 -1.46
C36 -0.30 -5.57 -1.65
C37 -1.31 -4.60 -1.50
C38 -2.70 -4.79 -1.66
C39 -3.58 -3.70 -1.49
C40 -3.12 -2.41 -1.15
C41 -1.76 -2.25 -0.98
C42 -0.90 -3.34 -1.17
H15 -1.58 0.13 4.20
H16 -3.03 1.07 3.80
H17 -1.47 1.47 3.04
H18 -1.43 -0.76 1.95
H19 -4.18 -1.20 3.18
H20 -2.69 -2.08 3.49
H21 -3.48 -2.20 1.91
H22 -4.91 0.70 2.13
H23 -6.00 1.98 0.34
H24 -4.77 2.49 -1.73
H25 -3.02 2.45 -3.03
H26 -0.90 0.29 -3.03
H27 -1.60 1.17 -4.37
H28 -2.59 0.00 -3.48
H29 -0.32 2.45 -1.62
H30 -1.52 3.74 -1.59
H31 -0.75 3.29 -3.11
H32 4.70 -2.37 2.18
H33 6.34 -2.05 0.38
H34 5.65 -0.98 -1.73
H35 4.24 0.07 -3.02
H36 1.81 1.49 -1.88
H37 2.79 1.95 -3.26
H38 3.49 1.98 -1.63
H39 1.33 -0.78 -3.11
H40 2.70 -1.84 -3.52
H41 2.40 -0.35 -4.43
H42 1.04 -1.48 1.97
H43 3.41 -0.97 3.82
H44 1.69 -0.84 4.21
H45 2.42 0.27 3.05
H46 2.97 -3.48 3.22
H47 1.79 -3.87 1.96
H48 1.25 -3.28 3.54
H49 2.47 -3.61 -0.98
H50 1.83 -5.97 -1.58
H51 -0.55 -6.59 -1.91
H52 -3.09 -5.76 -1.92
H53 -4.65 -3.85 -1.61
H54 -3.78 -1.57 -1.02
H55 2.34 1.35 -0.32

=====

The following is a quantum chemistry calculation of a molecular structure, C42H56BaClN6O2S2, from OMol25.

energy above the lowest of the compared OMol25 structures with the same formula, charge and spin: 20.6 kcal per mole
E_HOMO: -8.68 eV
LUMO level: -0.071 Eh
gap between HOMO and LUMO: 6.76 eV
charge: +1

Atoms and positions in Å:
Ba1 -0.08 -1.56 1.84
C1 1.76 0.85 3.28
C2 2.23 -0.49 3.15
C3 2.71 -0.65 1.83
C4 2.52 0.57 1.15
C5 1.92 1.50 2.03
C6 1.46 2.90 1.72
C7 2.97 0.84 -0.27
C8 3.59 -1.79 1.37
C9 2.70 -1.36 4.29
C10 1.10 1.46 4.49
H1 1.59 3.57 2.57
H2 0.40 2.96 1.44
H3 2.03 3.33 0.89
H4 4.07 0.91 -0.34
H5 2.58 1.80 -0.65
H6 2.67 0.06 -0.97
H7 4.65 -1.59 1.58
H8 3.52 -1.97 0.29
H9 3.34 -2.74 1.86
H10 3.72 -1.12 4.59
H11 2.71 -2.43 4.02
H12 2.07 -1.26 5.19
H13 1.43 2.49 4.66
H14 1.34 0.90 5.40
H15 0.01 1.50 4.42
O1 -1.71 -1.37 4.53
C11 -3.14 -1.47 4.36
C12 -3.63 -2.89 4.59
C13 -3.17 -3.85 3.49
C14 -3.71 -3.46 2.14
C15 -5.06 -3.62 1.83
C16 -5.53 -3.25 0.59
C17 -4.63 -2.74 -0.34
C18 -3.31 -2.61 0.03
N1 -2.85 -2.95 1.25
H16 -1.51 -1.39 5.47
H17 -3.34 -1.16 3.34
H18 -3.65 -0.77 5.02
H19 -4.72 -2.88 4.66
H20 -3.25 -3.24 5.55
H21 -3.48 -4.86 3.73
H22 -2.08 -3.86 3.43
H23 -5.73 -4.04 2.57
H24 -6.57 -3.37 0.33
H25 -4.95 -2.45 -1.34
H26 -2.57 -2.24 -0.67
C19 0.81 -1.89 -2.24
C20 0.95 -3.23 -1.56
N2 0.65 -3.47 -0.31
C21 0.91 -4.80 0.03
C22 1.40 -5.55 -0.98
S1 1.54 -4.60 -2.40
C23 0.65 -5.27 1.40
C24 0.46 -6.56 1.77
S2 0.29 -6.65 3.46
C25 0.46 -4.96 3.60
N3 0.64 -4.36 2.45
C26 0.43 -4.26 4.93
H27 0.42 -1.16 -1.53
H28 0.12 -1.95 -3.08
H29 1.77 -1.54 -2.61
H30 1.70 -6.58 -0.97
H31 0.41 -7.44 1.14
H32 -0.06 -4.86 5.69
H33 -0.11 -3.31 4.84
H34 1.44 -4.04 5.27
C27 0.72 4.73 -1.73
C28 -0.75 4.77 -2.20
C29 -1.06 6.20 -2.66
C30 -1.65 4.45 -0.98
C31 -1.03 3.78 -3.39
O2 -2.43 3.68 -3.63
C32 -0.43 4.20 -4.75
C33 1.08 4.35 -5.02
C34 1.88 3.08 -4.89
C35 1.53 1.95 -5.65
C36 2.18 0.74 -5.47
C37 3.19 0.64 -4.53
Cl1 3.97 -0.89 -4.26
C38 3.60 1.75 -3.81
C39 2.93 2.96 -4.00
C40 -0.59 2.33 -3.14
N4 -1.15 1.60 -1.99
C41 -0.50 1.12 -0.92
N5 -1.32 0.36 -0.21
C42 -2.50 0.47 -0.89
N6 -2.44 1.20 -1.98
H35 0.79 5.22 -0.76
H36 1.39 5.25 -2.41
H37 1.09 3.71 -1.60
H38 -0.86 6.89 -1.83
H39 -2.11 6.33 -2.93
H40 -0.43 6.52 -3.50
H41 -1.76 5.36 -0.38
H42 -1.20 3.70 -0.33
H43 -2.64 4.11 -1.28
H44 -2.76 4.55 -3.89
H45 -0.91 5.14 -5.02
H46 -0.82 3.47 -5.46
H47 1.52 5.13 -4.39
H48 1.17 4.72 -6.05
H49 0.73 2.02 -6.38
H50 1.89 -0.13 -6.05
H51 4.42 1.67 -3.11
H52 3.24 3.82 -3.41
H53 0.48 2.26 -3.06
H54 -0.89 1.76 -4.02
H55 0.55 1.29 -0.72
H56 -3.42 -0.01 -0.58

=====

The following is a quantum chemistry calculation of 14 unconnected molecules or ions with the total composition C42H56O42, from OMol25.

energy above the lowest of the compared OMol25 structures with the same formula, charge and spin: 145.7 kcal per mole
E_HOMO: -9.16 eV
LUMO level: -0.019 Eh
gap between HOMO and LUMO: 8.63 eV

Atoms and positions in Å:
C1 3.86 -5.38 0.65
C2 2.59 -4.95 1.30
O1 3.06 -4.61 2.62
C3 4.35 -4.21 2.54
O2 5.00 -3.60 3.41
O3 4.82 -4.63 1.33
H1 3.94 -5.11 -0.40
H2 4.01 -6.43 0.87
H3 1.81 -5.71 1.24
H4 2.29 -4.13 0.64
C4 -2.29 3.39 -0.90
C5 -2.78 4.78 -1.13
O4 -2.07 5.49 -0.12
C6 -1.80 4.76 0.88
O5 -1.24 5.12 1.95
O6 -1.93 3.51 0.48
H5 -1.51 3.17 -1.62
H6 -3.05 2.63 -1.09
H7 -3.87 4.84 -1.14
H8 -2.43 5.30 -2.02
C7 3.29 -0.54 3.60
C8 2.45 0.45 4.43
O7 3.42 0.86 5.29
C9 4.68 0.66 4.84
O8 5.74 1.07 5.34
O9 4.60 -0.17 3.88
H9 3.11 -0.33 2.54
H10 3.17 -1.57 3.94
H11 1.75 -0.02 5.13
H12 2.15 1.39 3.96
C10 -3.86 1.84 3.84
C11 -3.76 3.28 4.24
O10 -4.00 4.07 3.03
C12 -4.70 3.29 2.25
O11 -5.18 3.68 1.17
O12 -4.57 1.95 2.60
H13 -4.55 1.27 4.47
H14 -2.87 1.39 3.87
H15 -2.83 3.60 4.70
H16 -4.56 3.57 4.92
C13 -0.79 -3.93 4.31
C14 -0.89 -3.85 5.77
O13 -1.86 -2.77 5.95
C15 -2.00 -2.04 4.85
O14 -2.57 -0.95 4.75
O15 -1.36 -2.76 3.87
H17 -1.19 -4.86 3.89
H18 0.29 -3.86 4.17
H19 0.11 -3.64 6.15
H20 -1.21 -4.79 6.22
C16 0.05 5.83 -5.27
C17 1.47 5.29 -5.48
O16 1.60 4.29 -4.43
C18 0.74 4.66 -3.44
O17 0.77 4.16 -2.32
O18 -0.29 5.43 -3.99
H21 -0.63 5.39 -6.00
H22 0.01 6.92 -5.29
H23 2.18 6.11 -5.36
H24 1.62 4.78 -6.43
C19 -1.06 2.15 -5.78
C20 -0.48 0.72 -5.83
O19 -0.28 0.45 -4.49
C21 -1.01 1.26 -3.77
O20 -1.15 1.00 -2.59
O21 -1.57 2.30 -4.49
H25 -1.78 2.42 -6.56
H26 -0.23 2.85 -5.82
H27 0.35 0.88 -6.52
H28 -1.11 -0.02 -6.33
C22 5.85 -3.17 -1.64
C23 6.77 -2.29 -2.44
O22 7.04 -1.28 -1.38
C24 6.04 -1.21 -0.56
O23 5.80 -0.29 0.15
O24 5.25 -2.35 -0.73
H29 6.30 -4.01 -1.12
H30 5.17 -3.63 -2.36
H31 6.28 -1.73 -3.24
H32 7.62 -2.83 -2.87
C25 2.23 -0.87 -2.07
C26 2.71 0.56 -1.88
O25 3.88 0.55 -2.67
C27 3.65 -0.27 -3.67
O26 4.33 -0.20 -4.69
O27 2.68 -1.12 -3.39
H33 1.16 -0.96 -1.91
H34 2.78 -1.58 -1.45
H35 2.83 0.75 -0.82
H36 2.09 1.35 -2.31
C28 2.43 4.48 1.59
C29 3.46 5.56 1.64
O28 4.67 4.92 2.14
C30 4.41 3.61 2.37
O29 5.27 2.78 2.65
O30 3.12 3.43 2.33
H37 2.19 4.13 0.59
H38 1.56 4.83 2.15
H39 3.12 6.18 2.46
H40 3.44 6.06 0.67
C31 -2.34 -4.22 -1.01
C32 -1.51 -5.07 -0.08
O31 -0.27 -5.11 -0.66
C33 -0.14 -4.07 -1.45
O32 0.93 -3.71 -1.87
O33 -1.29 -3.39 -1.56
H41 -3.10 -3.69 -0.45
H42 -2.87 -4.87 -1.70
H43 -1.91 -6.08 0.08
H44 -1.46 -4.62 0.91
C34 -4.59 -0.68 -4.06
C35 -3.79 -1.55 -3.14
O34 -3.93 -0.98 -1.79
C36 -4.51 0.26 -1.93
O35 -4.70 1.00 -0.96
O36 -4.59 0.51 -3.23
H45 -5.61 -0.89 -4.37
H46 -3.95 -0.55 -4.94
H47 -2.74 -1.56 -3.45
H48 -4.26 -2.51 -3.34
C37 -4.79 -1.98 1.90
C38 -5.97 -1.39 1.21
O37 -7.07 -2.17 1.73
C39 -6.62 -3.31 2.16
O38 -7.30 -4.27 2.53
O39 -5.27 -3.26 2.25
H49 -4.62 -1.36 2.78
H50 -3.92 -1.92 1.24
H51 -5.83 -1.41 0.13
H52 -5.94 -0.37 1.60
C40 -1.37 -0.79 0.42
C41 -0.43 0.37 0.44
O40 0.79 -0.05 1.00
C42 0.66 -1.36 1.27
O41 1.60 -2.07 1.65
O42 -0.60 -1.72 1.10
H53 -1.65 -1.12 -0.59
H54 -2.22 -0.69 1.10
H55 -0.77 1.29 0.91
H56 -0.20 0.58 -0.61

=====

The following is a quantum chemistry calculation of a molecular structure, C42H57F3N2NaO2P2S, from OMol25.

E_HOMO: -4.41 eV
LUMO level: 0.077 Eh
gap between HOMO and LUMO: 6.52 eV
charge: -1

Atoms and positions in Å:
Na1 -0.37 0.35 0.24
C1 -4.19 -3.32 -1.60
C2 -3.30 -2.08 -1.55
C3 -4.15 -0.81 -1.49
P1 -1.98 -1.98 -0.25
C4 -2.68 -2.87 1.22
C5 -1.58 -3.05 2.26
C6 -3.84 -2.08 1.83
C7 -0.67 -3.14 -0.77
C8 -0.92 -4.50 -0.89
C9 0.08 -5.44 -1.13
C10 1.38 -4.98 -1.22
C11 1.68 -3.64 -1.09
C12 0.68 -2.65 -0.88
N1 0.95 -1.33 -0.74
C13 2.27 -0.97 -0.66
C14 3.15 -1.01 -1.82
C15 4.47 -0.80 -1.72
C16 5.10 -0.68 -0.43
C17 4.39 -0.76 0.71
C18 2.94 -0.77 0.67
P2 1.91 -0.96 2.20
C19 2.83 -2.31 3.09
C20 2.84 -3.57 2.24
C21 2.14 -2.57 4.43
C22 2.34 0.62 3.10
C23 3.65 0.69 3.87
C24 1.16 1.02 3.99
H1 -4.90 -3.24 -2.42
H2 -4.76 -3.44 -0.68
H3 -3.62 -4.24 -1.76
H4 -2.72 -2.05 -2.48
H5 -4.74 -0.76 -0.58
H6 -4.85 -0.78 -2.33
H7 -3.53 0.08 -1.52
H8 -3.04 -3.86 0.91
H9 -1.21 -2.08 2.61
H10 -0.72 -3.60 1.85
H11 -1.96 -3.60 3.12
H12 -3.54 -1.06 2.06
H13 -4.17 -2.56 2.76
H14 -4.71 -2.04 1.17
H15 -1.93 -4.86 -0.75
H16 -0.16 -6.49 -1.21
H17 2.20 -5.68 -1.38
H18 2.71 -3.34 -1.16
H19 2.67 -1.22 -2.77
H20 5.09 -0.80 -2.61
H21 6.18 -0.59 -0.39
H22 4.90 -0.77 1.66
H23 3.86 -1.99 3.28
H24 1.83 -3.88 1.98
H25 3.32 -4.39 2.78
H26 3.38 -3.43 1.30
H27 1.08 -2.80 4.27
H28 2.19 -1.71 5.09
H29 2.60 -3.42 4.93
H30 2.38 1.34 2.28
H31 3.68 -0.04 4.68
H32 3.76 1.68 4.32
H33 4.52 0.52 3.23
H34 1.06 0.35 4.85
H35 0.21 1.00 3.45
H36 1.31 2.03 4.37
C25 1.98 1.95 -3.58
C26 0.50 2.15 -3.37
C27 -0.44 1.26 -3.90
C28 0.01 0.08 -4.72
C29 -1.81 1.45 -3.66
C30 -2.78 0.51 -4.34
C31 -2.23 2.48 -2.82
C32 -3.67 2.72 -2.45
C33 -1.29 3.38 -2.29
C34 -1.75 4.45 -1.34
C35 0.06 3.25 -2.63
C36 1.06 4.31 -2.22
H37 2.35 2.51 -4.45
H38 2.21 0.90 -3.75
H39 2.54 2.24 -2.70
H40 0.15 -0.81 -4.09
H41 0.95 0.27 -5.23
H42 -0.71 -0.19 -5.48
H43 -3.81 0.67 -4.03
H44 -2.54 -0.53 -4.13
H45 -2.74 0.63 -5.42
H46 -3.96 3.76 -2.63
H47 -3.83 2.53 -1.38
H48 -4.37 2.09 -3.00
H49 -2.32 5.24 -1.84
H50 -0.92 4.91 -0.81
H51 -2.40 4.01 -0.58
H52 1.52 4.09 -1.25
H53 0.60 5.29 -2.15
H54 1.87 4.38 -2.95
F1 -2.63 3.03 4.35
C37 -2.28 4.09 3.60
F2 -3.37 4.47 2.92
F3 -2.04 5.10 4.48
C38 -1.08 3.83 2.73
C39 0.05 4.60 2.92
C40 1.19 4.35 2.16
C41 1.12 3.33 1.23
N2 0.03 2.61 1.01
C42 -1.10 2.82 1.73
S1 -2.47 1.81 1.42
H55 0.05 5.37 3.67
H56 2.10 4.92 2.29
H57 1.99 3.04 0.63
O1 2.32 0.52 0.00
O2 3.22 1.46 -0.46